[1]
The following is a DFT calculation (ωB97M-V with the def2-TZVPD basis set) of a molecular structure, C15H15BrCoNO.

The calculation puts the HOMO-LUMO gap (alpha / beta) at 3.738 / 5.233 eV. Its net charge is -2. For the energy above the lowest of the compared OMol25 structures with the same formula, charge and spin, the calculation gives 39.75 kcal per mole. As for the spin multiplicity: 5.

```
34
C15H15BrCoNO, DFT ωB97M-V with the def2-TZVPD basis set
C -0.077 -1.642 -2.058
C -0.171 -0.193 -2.217
C 0.872 0.409 -1.637
H -1.072 0.332 -2.622
C 1.742 -0.506 -1.059
C 1.250 -1.876 -1.238
H 2.016 -2.790 -1.479
H -0.354 -2.432 -2.855
H 1.032 1.468 -1.581
H 2.745 -0.305 -0.536
Co -0.269 -1.960 0.153
Br -1.890 -0.362 2.027
C -1.317 -2.642 1.718
C -0.207 -3.453 1.259
C -0.572 -3.982 0.021
H 0.659 -3.676 1.883
C -1.871 -3.478 -0.370
C -2.376 -2.728 0.680
H -3.326 -2.177 0.707
H -1.352 -2.212 2.742
H -0.023 -4.713 -0.546
H -2.442 -3.743 -1.257
O -0.877 1.499 -0.005
N 0.033 2.471 0.099
C 1.120 2.280 0.968
C 1.766 3.369 1.516
C 1.327 4.705 1.062
C 0.130 4.871 0.335
C -0.468 3.737 -0.177
H 1.424 1.295 1.374
H 2.564 3.292 2.314
H 1.867 5.672 1.319
H -0.414 5.809 0.155
H -1.471 3.659 -0.692
```

Charges computed using Löwdin, reported in e:
1. C -0.20
2. C -0.18
3. C -0.23
4. H 0.10
5. C -0.18
6. C -0.26
7. H 0.12
8. H 0.09
9. H 0.08
10. H 0.10
11. Co 0.49
12. Br 0.22
13. C -0.50
14. C -0.29
15. C -0.24
16. H 0.10
17. C -0.17
18. C -0.24
19. H 0.06
20. H -0.04
21. H 0.09
22. H 0.09
23. O -0.34
24. N -0.28
25. C -0.11
26. C -0.15
27. C -0.22
28. C -0.20
29. C -0.13
30. H 0.10
31. H 0.08
32. H 0.05
33. H 0.07
34. H 0.11


[2]
The following is a DFT calculation (ωB97M-V with the def2-TZVPD basis set) of C15H15BrN4O4S in the gas phase.

The calculation puts the HOMO-LUMO gap at 6.246 eV. Its net charge is 0. As for the spin multiplicity: 1.

```
40
C15H15BrN4O4S, DFT ωB97M-V with the def2-TZVPD basis set
C 2.257 -1.054 2.514
S 1.463 -1.769 1.089
C 0.047 -2.543 1.925
C 0.495 -0.378 0.231
C 1.458 0.798 0.102
C 0.888 2.195 0.179
C 0.012 2.592 1.208
C -0.379 3.932 1.292
C 0.058 4.854 0.331
Br -0.488 6.659 0.429
C 0.945 4.455 -0.680
C 1.381 3.135 -0.729
O 2.662 0.624 -0.040
H 2.848 -1.873 2.946
H 2.923 -0.260 2.171
H 1.517 -0.711 3.244
H 0.411 -3.534 2.218
H -0.208 -1.959 2.817
H -0.808 -2.647 1.247
H -0.316 -0.136 0.921
H -0.326 1.852 1.930
H -1.023 4.258 2.097
H 1.296 5.171 -1.415
H 2.097 2.803 -1.487
C -3.838 -0.234 -0.883
O -3.552 -1.604 -1.245
C -2.230 -1.821 -1.351
N -1.885 -3.077 -1.720
C -0.598 -3.247 -1.892
N 0.024 -4.326 -2.524
O 1.325 -3.925 -2.670
N 1.525 -2.560 -2.093
O 2.616 -2.055 -2.211
C 0.344 -2.221 -1.512
C -0.048 -0.820 -1.100
N -1.493 -0.768 -1.066
H -4.915 -0.200 -0.744
H -3.314 0.073 0.032
H -3.521 0.448 -1.681
H 0.349 -0.125 -1.880
```

Charges computed using Löwdin, reported in e:
1. C -0.25
2. S 1.15
3. C -0.21
4. C -0.28
5. C -0.35
6. C -0.14
7. C -0.01
8. C -0.11
9. C -0.68
10. Br 0.76
11. C -0.10
12. C -0.01
13. O 0.09
14. H 0.07
15. H 0.06
16. H 0.07
17. H 0.07
18. H 0.06
19. H 0.07
20. H 0.12
21. H 0.11
22. H 0.10
23. H 0.11
24. H 0.13
25. C -0.09
26. O -0.05
27. C -0.47
28. N 0.14
29. C -0.34
30. N 0.08
31. O -0.04
32. N -0.19
33. O 0.04
34. C -0.13
35. C -0.28
36. N 0.08
37. H 0.08
38. H 0.07
39. H 0.09
40. H 0.17


[3]
The following is a DFT calculation (ωB97M-V with the def2-TZVPD basis set) of C15H15ClFNO2 in the gas phase.

As for the SMILES: COc1cccc(CNc2ccc(F)c(Cl)c2)c1OC. The calculation puts the HOMO-LUMO gap at 7.732 eV. Its net charge is 0. For the energy above the lowest of the compared OMol25 structures with the same formula, charge and spin, the calculation gives 251.11 kcal per mole. As for the spin multiplicity: 1.

```
35
C15H15ClFNO2, DFT ωB97M-V with the def2-TZVPD basis set
C -2.689 -4.555 1.320
H -1.825 -5.110 1.812
H -3.073 -5.471 0.728
H -3.379 -4.329 1.992
O -2.232 -3.608 0.227
C -1.682 -2.317 0.914
C -1.530 -2.076 2.275
C -0.747 -1.177 2.839
C -0.383 -0.108 2.002
C -0.716 -0.237 0.618
C -1.151 -1.319 0.292
O -1.253 -1.344 -1.211
C -1.561 -2.629 -2.168
H -1.417 -2.263 -2.914
H -2.445 -3.083 -1.900
H -0.829 -3.134 -1.689
C -0.385 0.938 -0.378
N 0.989 1.502 0.100
C 1.713 2.291 -0.438
C 2.999 2.758 -0.168
C 3.807 3.679 -0.895
C 3.067 4.702 -1.642
C 1.742 4.324 -1.936
C 0.990 3.410 -1.364
H 0.246 2.921 -1.640
H 1.204 4.864 -2.736
F 3.629 5.542 -2.526
Cl 5.448 3.918 -0.331
H 3.519 2.167 0.448
H 1.547 0.771 0.596
H -0.915 1.686 -0.086
H -0.175 0.509 -1.371
H -0.074 0.811 2.466
H -0.724 -1.014 3.805
H -1.718 -3.018 2.960
```

Charges computed using Löwdin, reported in e:
1. C -0.06
2. H 0.11
3. H 0.11
4. H 0.02
5. O -0.12
6. C -0.08
7. C -0.05
8. C -0.07
9. C 0.03
10. C -0.15
11. C -0.25
12. O -0.13
13. C 0.15
14. H -0.05
15. H 0.07
16. H 0.06
17. C 0.05
18. N 0.04
19. C -0.30
20. C -0.08
21. C -0.55
22. C -0.28
23. C -0.07
24. C 0.03
25. H 0.00
26. H 0.13
27. F 0.03
28. Cl 0.65
29. H 0.05
30. H 0.17
31. H 0.07
32. H 0.15
33. H 0.12
34. H 0.06
35. H 0.15


[4]
The following is a DFT calculation (ωB97M-V with the def2-TZVPD basis set) of C15H15ClN4O2 in the gas phase.

As for the SMILES: O=[N+]([O-])c1ccc(N2CCN(c3cccc(Cl)c3)CC2)nc1. The calculation puts the HOMO-LUMO gap at 7.942 eV. Its net charge is 0. For the energy above the lowest of the compared OMol25 structures with the same formula, charge and spin, the calculation gives 88.95 kcal per mole. As for the spin multiplicity: 1.

```
37
C15H15ClN4O2, DFT ωB97M-V with the def2-TZVPD basis set
O 5.807 -0.799 2.578
N 5.133 -1.648 2.023
O 5.315 -2.847 2.127
C 4.061 -1.208 1.200
C 3.246 -2.122 0.535
N 2.246 -1.762 -0.230
C 1.975 -0.455 -0.394
N 0.932 -0.155 -1.190
C 0.449 1.200 -1.367
H 0.404 1.696 -0.392
C -0.965 1.147 -1.964
N -1.778 0.192 -1.258
C -2.565 0.549 -0.183
C -3.444 -0.391 0.375
C -4.265 -0.056 1.431
C -4.257 1.221 1.968
C -3.400 2.152 1.412
C -2.559 1.837 0.361
H -1.903 2.607 -0.011
Cl -3.354 3.761 2.052
H -4.900 1.486 2.791
H -4.931 -0.800 1.841
H -3.500 -1.385 -0.039
C -1.287 -1.173 -1.364
H -1.904 -1.753 -2.062
C 0.170 -1.192 -1.848
H 0.631 -2.148 -1.602
H 0.222 -1.044 -2.931
H -1.336 -1.647 -0.380
H -0.920 0.847 -3.016
H -1.426 2.133 -1.930
H 1.118 1.770 -2.024
C 2.762 0.544 0.230
C 3.804 0.158 1.029
H 4.436 0.878 1.527
H 2.560 1.590 0.072
H 3.420 -3.185 0.636
```

Charges computed using Löwdin, reported in e:
1. O 0.07
2. N -0.38
3. O 0.07
4. C -0.15
5. C -0.05
6. N 0.12
7. C -0.27
8. N -0.06
9. C -0.12
10. H 0.12
11. C -0.14
12. N -0.09
13. C -0.22
14. C -0.03
15. C -0.08
16. C -0.13
17. C -0.67
18. C -0.06
19. H 0.09
20. Cl 0.67
21. H 0.10
22. H 0.11
23. H 0.10
24. C -0.13
25. H 0.13
26. C -0.13
27. H 0.11
28. H 0.12
29. H 0.12
30. H 0.12
31. H 0.12
32. H 0.13
33. C 0.01
34. C 0.02
35. H 0.12
36. H 0.10
37. H 0.13